Entry 1:
This record from the Open Molecules 2025 dataset describes 2 unconnected molecules or ions with the total composition C4H12N2O in a non-equilibrium geometry. The level of theory is wB97M-V/def2-TZVPD.

Computed properties:
SMILES = N/C=C/CCN.O
HOMO level = -7.867 eV

Element x y z (Å)
1 N -2.15 0.17 -1.25
2 C -1.29 -0.04 -0.20
3 C 0.04 -0.25 -0.28
4 C 0.98 -0.10 0.93
5 C 0.80 -1.26 1.94
6 N 1.50 -2.49 1.54
7 H -3.09 0.45 -1.19
8 H -1.69 -0.10 -2.11
9 H -1.61 -0.10 0.84
10 H 0.44 -0.56 -1.24
11 H 0.73 0.86 1.38
12 H 1.98 0.04 0.51
13 H -0.25 -1.50 1.96
14 H 1.31 -0.97 2.86
15 H 0.97 -3.06 0.89
16 H 2.37 -2.31 1.06
17 O 0.14 3.41 -2.16
18 H -0.70 3.81 -2.29
19 H -0.03 2.45 -2.19

---

Entry 2:
This record from the Open Molecules 2025 dataset describes 2 unconnected molecules or ions with the total composition C4H12N2O. The level of theory is wB97M-V/def2-TZVPD.

Computed properties:
HOMO level (alpha / beta) = -6.432 / -6.682 eV

Element x y z (Å)
1 C -0.34 -1.38 1.22
2 C 0.51 0.87 0.94
3 C -0.96 1.75 -1.24
4 C 0.58 -0.54 -0.91
5 N 0.49 -0.39 0.49
6 N 0.14 -2.73 1.22
7 O 0.01 2.67 -1.70
8 H 0.31 3.19 -0.94
9 H 1.09 -2.80 1.56
10 H 0.08 -3.17 0.31
11 H -1.35 -1.35 0.79
12 H -0.41 -1.02 2.25
13 H 0.27 1.04 1.98
14 H 1.12 1.59 0.42
15 H -1.54 1.43 -2.11
16 H -1.64 2.16 -0.49
17 H -0.29 0.34 -1.21
18 H 0.43 -1.55 -1.25
19 H 1.49 -0.10 -1.33

---

Entry 3:
This record from the Open Molecules 2025 dataset describes C4H12N2O in the gas phase in a non-equilibrium geometry. The level of theory is wB97M-V/def2-TZVPD.

Computed properties:
SMILES = NCCNCCO
HOMO level = -8.995 eV

Element x y z (Å)
1 N -2.25 -0.63 0.00
2 C -1.46 -1.19 -1.14
3 C 0.01 -1.35 -0.80
4 N 0.69 -0.06 -0.75
5 C 0.64 0.60 0.55
6 C 1.55 1.79 0.61
7 O 1.22 2.65 1.70
8 H -1.87 -1.06 0.84
9 H -3.19 -1.00 -0.01
10 H -1.88 -2.14 -1.49
11 H -1.49 -0.46 -1.95
12 H 0.44 -1.84 -1.68
13 H 0.22 -1.94 0.09
14 H 1.66 -0.16 -1.02
15 H 0.90 -0.11 1.37
16 H -0.38 0.91 0.75
17 H 1.46 2.40 -0.28
18 H 2.60 1.49 0.70
19 H 1.12 2.10 2.49

---

Entry 4:
This record from the Open Molecules 2025 dataset describes 2 unconnected molecules or ions with the total composition C4H12N2O in a non-equilibrium geometry. The level of theory is wB97M-V/def2-TZVPD.

Computed properties:
SMILES = NCN=O.CCC
HOMO level = -9.321 eV

Element x y z (Å)
1 N 1.21 2.53 0.79
2 C 1.48 1.60 -0.26
3 N 0.42 1.35 -1.22
4 O -0.63 1.95 -1.03
5 H 0.21 2.74 0.79
6 H 1.71 3.40 0.68
7 H 2.37 1.85 -0.85
8 H 1.66 0.59 0.15
9 C -1.22 -0.78 1.08
10 C -0.51 -1.93 0.38
11 C -0.50 -1.77 -1.13
12 H -1.34 -0.98 2.14
13 H -0.67 0.15 0.97
14 H -2.21 -0.63 0.65
15 H -1.01 -2.87 0.64
16 H 0.52 -2.00 0.75
17 H -0.08 -0.81 -1.42
18 H 0.09 -2.55 -1.60
19 H -1.51 -1.82 -1.52

---

Entry 5:
This record from the Open Molecules 2025 dataset describes 2 unconnected molecules or ions with the total composition C4H12N2O. The level of theory is wB97M-V/def2-TZVPD.

Computed properties:
SMILES = C=C(N)CCN.O
HOMO level = -8.226 eV

Element x y z (Å)
1 C -1.64 2.04 0.29
2 C -0.34 1.77 0.26
3 N 0.57 2.53 -0.48
4 C 0.29 0.61 0.99
5 C 0.29 -0.71 0.14
6 N -0.58 -1.70 0.75
7 H -2.02 2.84 -0.33
8 H -2.33 1.57 0.96
9 H 1.28 2.04 -1.00
10 H 0.22 3.32 -0.99
11 H 1.31 0.89 1.27
12 H -0.25 0.48 1.91
13 H -0.09 -0.41 -0.84
14 H 1.33 -1.00 0.06
15 H -1.55 -1.47 0.61
16 H -0.43 -2.69 0.76
17 O 1.03 -3.59 -1.30
18 H 0.93 -2.72 -1.70
19 H 1.96 -3.79 -1.36

---

Entry 6:
This record from the Open Molecules 2025 dataset describes 2 unconnected molecules or ions with the total composition C4H12N2O in a non-equilibrium geometry. The level of theory is wB97M-V/def2-TZVPD.

Computed properties:
HOMO level = -8.236 eV

Element x y z (Å)
1 C 0.58 0.38 -0.19
2 C -0.64 -0.43 0.14
3 C 0.77 1.69 0.52
4 C -1.21 -1.31 -0.97
5 N 1.12 0.33 -1.44
6 N -1.71 0.33 0.80
7 O 1.63 -0.86 0.89
8 H 2.09 -0.84 1.74
9 H -0.10 -1.11 0.90
10 H 1.11 -0.58 -1.87
11 H 2.03 0.75 -1.52
12 H -1.45 0.50 1.77
13 H -2.56 -0.22 0.83
14 H 1.73 2.15 0.27
15 H -0.05 2.37 0.27
16 H 0.76 1.51 1.60
17 H -1.97 -1.99 -0.56
18 H -1.68 -0.72 -1.77
19 H -0.45 -1.96 -1.41

---

Entry 7:
This record from the Open Molecules 2025 dataset describes C4H12N2O in the gas phase in a non-equilibrium geometry. The level of theory is wB97M-V/def2-TZVPD.

Computed properties:
SMILES = NCCNCCO
HOMO level = -8.075 eV

Element x y z (Å)
1 N -0.18 2.01 -0.89
2 C -0.03 2.07 0.59
3 C 0.66 0.85 1.21
4 N 0.08 -0.46 0.93
5 C -0.78 -0.84 -0.16
6 C -0.48 -2.30 -0.57
7 O 0.84 -2.46 -1.07
8 H 0.06 2.93 -1.28
9 H 0.67 1.52 -1.17
10 H 0.55 2.96 0.85
11 H -1.02 2.08 1.06
12 H 0.53 1.04 2.29
13 H 1.74 0.85 0.97
14 H 0.80 -1.16 1.08
15 H -0.50 -0.17 -0.97
16 H -1.86 -0.72 -0.01
17 H -0.57 -2.86 0.37
18 H -1.24 -2.70 -1.23
19 H 0.75 -2.64 -2.00

---

Entry 8:
This record from the Open Molecules 2025 dataset describes C4H12N2O in the gas phase in a non-equilibrium geometry. The level of theory is wB97M-V/def2-TZVPD.

Computed properties:
SMILES = C[C@@H](CN)NCO
HOMO level = -9.304 eV

Element x y z (Å)
1 C -1.63 0.80 -0.18
2 C -0.42 -0.06 0.15
3 C 0.18 -0.61 -1.15
4 N -0.81 -1.38 -1.90
5 N 0.55 0.78 0.87
6 C 1.65 0.09 1.44
7 O 1.84 0.46 2.81
8 H -1.85 1.53 0.60
9 H -2.53 0.25 -0.38
10 H -1.47 1.36 -1.11
11 H -0.73 -0.92 0.74
12 H 0.94 -1.34 -0.90
13 H 0.55 0.24 -1.75
14 H -1.70 -1.02 -2.21
15 H -0.34 -1.79 -2.70
16 H 0.69 1.53 0.20
17 H 1.47 -0.98 1.42
18 H 2.64 0.27 1.00
19 H 0.96 0.80 3.05

---

Entry 9:
This record from the Open Molecules 2025 dataset describes a molecular structure, C4H12N2O in a non-equilibrium geometry. The level of theory is wB97M-V/def2-TZVPD.

Computed properties:
HOMO level = -9.859 eV

Element x y z (Å)
1 C -0.86 1.33 0.98
2 C -0.44 0.54 2.21
3 C 0.33 1.70 0.09
4 H -1.59 0.75 0.41
5 H -1.37 2.25 1.29
6 H -1.30 0.28 2.82
7 H 0.04 -0.39 1.91
8 H 1.05 2.29 0.64
9 H 0.84 0.80 -0.26
10 H 0.01 2.27 -0.78
11 H 0.26 1.11 2.82
12 C 0.91 -1.99 -0.87
13 N 1.68 -1.67 -1.82
14 N -0.65 -1.32 -1.82
15 O 0.68 -2.26 0.25
16 H 0.20 -1.04 -2.53
17 H 2.61 -2.05 -1.95
18 H -1.33 -2.03 -2.09
19 H -1.07 -0.57 -1.29

---

Entry 10:
This record from the Open Molecules 2025 dataset describes C4H12N2O in the gas phase. The level of theory is wB97M-V/def2-TZVPD.

Computed properties:
SMILES = CNCOCNC
HOMO level = -9.182 eV

Element x y z (Å)
1 C -1.33 2.65 -0.34
2 N -0.90 1.93 0.86
3 C -0.78 0.52 0.64
4 O 0.19 0.19 -0.35
5 C 0.04 -1.15 -0.87
6 N 0.55 -2.19 -0.03
7 C 2.00 -2.10 0.20
8 H -0.80 2.33 -1.24
9 H -1.15 3.72 -0.24
10 H -2.40 2.57 -0.49
11 H 0.00 2.30 1.14
12 H -1.75 0.14 0.30
13 H -0.53 0.04 1.59
14 H 0.65 -1.13 -1.77
15 H -1.02 -1.31 -1.06
16 H 0.11 -2.19 0.88
17 H 2.23 -2.77 1.03
18 H 2.37 -1.11 0.46
19 H 2.52 -2.44 -0.70

---

Entry 11:
This record from the Open Molecules 2025 dataset describes 2 unconnected molecules or ions with the total composition C4H12N2O. The level of theory is wB97M-V/def2-TZVPD.

Computed properties:
SMILES = [H]/N=C/NCCC.O
HOMO level = -9.054 eV

Element x y z (Å)
1 H -1.61 -0.38 2.81
2 N -0.96 -0.50 2.04
3 C -1.38 -0.09 0.90
4 N -0.82 -0.44 -0.28
5 C -0.86 0.48 -1.39
6 C 0.28 1.50 -1.39
7 C 1.68 0.86 -1.29
8 H -2.17 0.67 0.80
9 H -0.05 -1.09 -0.18
10 H -1.82 0.97 -1.30
11 H -0.82 -0.11 -2.31
12 H 0.28 2.08 -2.31
13 H 0.16 2.20 -0.56
14 H 1.67 -0.08 -0.73
15 H 2.10 0.70 -2.28
16 H 2.37 1.48 -0.71
17 O 1.39 -1.69 1.27
18 H 0.68 -1.24 1.80
19 H 1.76 -2.35 1.86

---

Entry 12:
This record from the Open Molecules 2025 dataset describes 2 unconnected molecules or ions with the total composition C4H12N2O in a non-equilibrium geometry. The level of theory is wB97M-V/def2-TZVPD.

Computed properties:
SMILES = NCC(N)=O.CC
HOMO level = -8.844 eV

Element x y z (Å)
1 N -2.27 0.84 0.72
2 C -0.95 1.15 1.15
3 C 0.04 -0.29 1.19
4 N 1.17 -0.10 1.97
5 O -0.59 -1.33 1.25
6 H -2.28 0.55 -0.25
7 H -2.63 0.05 1.26
8 H -0.49 1.94 0.55
9 H -0.96 1.47 2.20
10 H 1.47 0.83 2.21
11 H 1.42 -0.86 2.58
12 C 0.52 -0.70 -2.57
13 C 1.03 -0.39 -1.18
14 H 0.41 0.19 -3.19
15 H -0.42 -1.26 -2.51
16 H 1.23 -1.37 -3.06
17 H 1.83 0.35 -1.16
18 H 1.27 -1.31 -0.66
19 H 0.18 0.25 -0.49

---

In order of appearance, energy relative to the best compared isomer or geometry (same formula, charge and spin) = 215.47; 516.98; 161.46; 330.37; 168.71; 257.07; 214.55; 150.14; 186.32; 165.49; 80.49; 218.94 kJ/mol.